1.
Molecular formula: C34H33MnN4O3SSe4
Method: DFT, wB97M-V/def2-TZVPD

```
80
Properties=species:S:1:pos:R:3:forces:R:3:lowdin_charge:R:1
Mn -1.3886 -1.3101 0.7551 -0.07 0.19 0.56 0.207
Se -1.7386 -0.8174 3.3805 -0.20 0.36 0.35 -0.032
Se -2.4604 -2.8339 4.2309 -0.13 -0.47 -0.14 -0.168
Se -3.8291 -3.7204 2.4928 0.28 0.23 0.22 -0.188
Se -2.3984 -3.5513 0.6447 -0.49 -0.91 0.08 -0.035
C 5.3774 0.2859 -0.4431 0.01 0.41 0.00 -0.076
O 5.7422 -1.0600 -0.1870 -0.23 -0.55 -0.04 -0.097
C 5.1591 -2.0154 -0.9997 -0.06 0.14 -0.05 -0.232
C 5.9955 -2.8581 -1.7133 -0.06 -0.04 0.04 -0.015
C 5.4753 -3.8432 -2.5384 0.04 0.08 -0.01 -0.101
C 4.1024 -3.9754 -2.6595 0.12 -0.04 -0.07 -0.093
C 3.2568 -3.1611 -1.9330 0.03 0.02 0.16 -0.017
C 3.7647 -2.1785 -1.0782 0.15 -0.20 -0.19 -0.162
N 2.9439 -1.4032 -0.2650 0.26 0.28 0.20 0.156
C 1.5695 -1.2638 -0.3856 -0.59 -0.04 0.37 -0.328
N 1.1311 -1.1265 -1.6508 0.74 0.07 -0.04 0.140
C -0.1740 -1.0262 -2.1415 -1.02 0.01 -0.29 -0.187
C -1.3218 -1.2104 -1.3546 0.36 0.07 -1.03 -0.202
C -2.5386 -1.0949 -2.0416 0.24 0.11 -0.09 -0.176
C -2.6232 -0.7262 -3.3750 -0.25 -0.05 -0.02 -0.113
C -1.4716 -0.5537 -4.1233 0.30 0.06 -0.14 -0.055
C -0.2470 -0.7427 -3.5143 0.09 -0.19 0.10 -0.242
O 0.9515 -0.6649 -4.2422 -0.28 0.33 0.29 -0.139
C 1.1021 -1.7077 -5.1794 0.06 -0.19 -0.16 -0.095
N 0.7767 -1.2530 0.6411 0.70 0.19 -0.21 0.083
C 1.3087 -1.3839 1.9388 0.65 -0.12 0.20 -0.275
C 1.0597 -2.5497 2.6578 0.05 0.11 -0.19 -0.075
C 1.4302 -2.6600 3.9835 0.07 0.07 0.13 -0.109
C 2.0395 -1.5871 4.6085 0.00 -0.11 0.01 -0.095
C 2.3253 -0.4290 3.9029 0.10 0.24 0.03 -0.036
C 1.9924 -0.3235 2.5629 -0.30 -0.30 -0.17 -0.239
O 2.2719 0.7789 1.7793 -0.21 -0.37 -0.04 -0.105
C 2.5420 1.9888 2.4395 0.12 0.12 0.07 -0.098
H 6.2717 0.8870 -0.2682 -0.06 0.00 -0.02 0.088
H 4.5817 0.6287 0.2239 0.02 -0.04 -0.06 0.072
H 5.0530 0.4229 -1.4774 0.00 -0.04 0.01 0.101
H 7.0624 -2.7305 -1.6089 0.09 0.07 0.03 0.114
H 6.1386 -4.4935 -3.0878 0.07 -0.05 -0.05 0.095
H 3.6848 -4.7310 -3.3093 -0.05 -0.06 -0.01 0.101
H 2.1903 -3.3158 -1.9873 -0.08 0.00 0.02 0.118
H 3.3275 -1.1593 0.6367 -0.13 -0.08 0.00 0.133
H 1.8309 -1.0146 -2.3753 -0.04 0.02 0.26 0.137
H -3.4608 -1.3006 -1.5049 -0.02 0.02 0.06 0.072
H -3.5897 -0.5909 -3.8408 -0.12 0.00 -0.10 0.087
H -1.5068 -0.2770 -5.1684 -0.03 -0.02 -0.09 0.105
H 0.3172 -1.6814 -5.9418 0.04 0.00 0.03 0.081
H 1.0739 -2.6858 -4.6848 0.01 0.03 -0.03 0.093
H 2.0731 -1.5664 -5.6559 -0.04 -0.05 0.00 0.086
H 0.5002 -3.3410 2.1705 -0.01 0.03 0.00 0.096
H 1.1921 -3.5553 4.5397 -0.04 -0.03 -0.01 0.103
H 2.2832 -1.6351 5.6591 0.05 -0.01 0.10 0.097
H 2.7876 0.4013 4.4163 0.08 0.05 0.01 0.099
H 2.5105 2.7641 1.6740 0.03 -0.01 0.05 0.088
H 3.5346 1.9809 2.9076 -0.06 0.03 -0.01 0.089
H 1.7908 2.2038 3.2048 -0.02 -0.02 0.00 0.095
N -2.3583 0.5742 0.6155 -0.09 1.08 0.39 -0.404
S -2.7276 1.7006 1.7018 -0.38 -0.82 -0.88 0.952
C -2.2143 3.2341 0.9531 0.34 0.45 -0.53 -0.389
C -2.6971 3.6136 -0.3055 0.04 -0.27 0.69 -0.075
C -2.1215 4.6784 -0.9583 0.20 0.31 -0.15 -0.076
C -1.0625 5.3705 -0.3780 0.03 -0.25 0.37 -0.078
C -0.5831 4.9896 0.8755 0.09 0.52 -0.60 -0.086
C -1.1474 3.9219 1.5342 -0.70 -0.63 0.10 -0.086
C -4.5126 1.9071 1.5084 -0.09 0.23 0.47 -0.375
C -5.1270 3.0955 1.8805 0.09 -0.10 -0.05 -0.091
C -6.4992 3.2128 1.7601 -0.19 0.06 0.06 -0.089
C -7.2523 2.1448 1.2894 0.07 -0.11 -0.08 -0.089
C -6.6309 0.9506 0.9454 -0.29 0.23 0.07 -0.067
C -5.2608 0.8246 1.0725 0.55 -0.11 -0.10 -0.059
H -2.6314 0.8871 -0.3181 0.08 -0.09 0.07 0.013
H -3.5132 3.0628 -0.7530 -0.04 -0.03 -0.06 0.118
H -2.4855 4.9658 -1.9349 -0.01 0.03 -0.05 0.105
H -0.6027 6.1920 -0.9034 0.05 0.13 -0.06 0.097
H 0.2427 5.5248 1.3236 0.04 0.03 0.01 0.101
H -0.7800 3.5958 2.4965 0.09 -0.03 0.09 0.106
H -4.5275 3.9200 2.2411 -0.02 0.10 0.03 0.110
H -6.9913 4.1354 2.0408 0.02 0.02 -0.01 0.100
H -8.3246 2.2421 1.1905 -0.05 0.01 0.01 0.097
H -7.2168 0.1170 0.5843 0.00 -0.05 0.02 0.108
H -4.7480 -0.0970 0.8262 0.00 -0.06 0.01 0.108
```
Forces are in eV/Å.

⟨S²⟩: 8.76
2S+1: 6
E_LUMO (spin up / spin down): 2.152 / 2.151 eV
HOMO (spin up / spin down): -0.0974 / -0.1184 Ha
HOMO-LUMO gap (spin up / spin down): 0.1765 / 0.1975 Ha
Charge: -1



2.
Molecular formula: C34H33N5O2PPbS
Method: DFT, wB97M-V/def2-TZVPD

```
77
Properties=species:S:1:pos:R:3:forces:R:3:lowdin_charge:R:1
Pb -0.8873 1.7881 0.1701 0.33 0.48 -0.23 1.032
O -3.5000 2.2390 -2.0609 0.22 0.27 -0.13 0.329
C -4.0416 1.3190 -1.7134 0.11 0.38 -0.15 -0.019
C -4.7322 0.2204 -1.3119 -0.66 -1.36 0.64 -0.168
C -5.9317 -0.0824 -2.0202 0.43 0.52 -0.11 0.057
C -6.6643 -1.1823 -1.6627 -0.20 -0.26 0.10 0.007
C -6.2380 -1.9821 -0.6058 0.02 0.14 -0.08 0.053
C -5.0645 -1.6891 0.0933 0.05 0.04 0.08 -0.022
C -4.2785 -0.6016 -0.2247 0.02 0.33 -0.29 -0.242
P -2.7019 -0.3577 0.7367 -0.30 -0.56 0.28 0.974
C -3.2745 0.1837 2.3776 0.10 -0.08 -0.18 -0.402
C -2.4005 -0.0232 3.4499 -0.07 0.05 0.04 -0.147
C -2.7779 0.3536 4.7298 0.03 0.02 0.03 -0.057
C -4.0108 0.9643 4.9413 0.08 -0.06 0.00 -0.035
C -4.8664 1.1875 3.8736 -0.15 0.08 -0.02 -0.042
C -4.5079 0.7960 2.5911 0.10 -0.05 -0.06 -0.072
C -2.1503 -2.0815 0.9040 0.06 0.21 0.03 -0.388
C -1.4646 -2.6539 -0.1698 -0.01 0.14 0.03 -0.107
C -1.1311 -3.9974 -0.1357 0.07 -0.10 -0.10 -0.046
C -1.4640 -4.7715 0.9687 -0.02 0.06 0.06 -0.025
C -2.1338 -4.1996 2.0425 -0.01 -0.02 0.05 -0.031
C -2.4851 -2.8586 2.0149 0.04 0.02 -0.06 -0.089
H -6.2460 0.5613 -2.8325 -0.03 -0.03 -0.01 0.150
H -7.5725 -1.4214 -2.1995 0.01 0.01 0.00 0.143
H -6.8207 -2.8491 -0.3203 0.00 0.01 0.00 0.144
H -4.7571 -2.3360 0.9045 -0.03 -0.04 -0.04 0.122
H -1.4561 -0.5260 3.2927 0.08 0.01 0.04 0.092
H -2.1238 0.1378 5.5672 -0.03 0.03 -0.03 0.124
H -4.3131 1.2403 5.9429 0.00 0.01 -0.01 0.125
H -5.8297 1.6509 4.0415 0.01 -0.01 0.00 0.125
H -5.1999 0.9451 1.7708 -0.03 0.03 0.04 0.107
H -1.1980 -2.0488 -1.0310 -0.03 -0.06 -0.03 0.095
H -0.6128 -4.4510 -0.9707 0.00 0.02 -0.02 0.122
H -1.1998 -5.8199 0.9971 0.01 0.00 -0.02 0.128
H -2.3882 -4.7979 2.9072 0.00 -0.01 -0.02 0.126
H -3.0136 -2.4266 2.8535 -0.03 -0.03 0.01 0.110
C 0.1480 4.3110 4.9193 0.07 0.20 0.05 -0.016
N 0.0416 3.1652 4.0185 -0.10 0.10 0.13 -0.008
C 0.8666 2.9201 3.0287 -0.16 -0.16 -0.24 -0.803
N 1.8193 3.7752 2.6988 0.09 0.10 0.17 0.171
S 0.7638 1.3880 2.1761 0.13 -0.33 -0.05 0.530
H -0.6038 4.2167 5.6960 -0.02 -0.02 -0.03 0.105
H -0.0180 5.2479 4.3856 -0.04 -0.03 -0.02 0.106
H 1.1282 4.3359 5.3987 -0.01 -0.06 -0.02 0.109
H -0.6738 2.4769 4.1992 0.05 -0.08 -0.02 0.121
H 1.9971 4.6084 3.2432 -0.01 -0.01 -0.02 0.129
H 2.5212 3.5052 2.0291 -0.03 -0.03 -0.05 0.124
C 7.0819 2.8127 -2.6977 -0.05 0.11 0.07 -0.042
C 6.3994 1.4867 -2.8565 -0.08 -0.15 0.00 -0.270
C 6.4259 0.7940 -4.0645 0.06 0.16 0.10 -0.021
C 5.7865 -0.4224 -4.2112 -0.27 -0.19 -0.02 -0.012
C 5.0959 -0.9992 -3.1459 0.26 0.54 0.18 -0.263
N 4.4900 -2.2556 -3.3681 -0.19 -0.28 0.01 0.138
C 3.5857 -2.9822 -2.6415 0.05 0.12 -0.48 -0.498
O 3.5041 -4.1818 -2.6981 -0.03 -0.03 0.17 0.123
N 2.6619 -2.2652 -1.8390 0.09 0.04 0.24 0.148
C 2.0155 -1.0885 -2.1157 0.04 0.08 -0.12 -0.211
C 2.1425 -0.4038 -3.3343 -0.06 0.14 -0.04 0.050
C 1.4805 0.7947 -3.5120 -0.02 -0.05 0.03 -0.001
C 0.6694 1.2853 -2.5050 -0.02 0.03 -0.06 -0.171
N 0.5130 0.6180 -1.3548 -0.18 0.12 0.14 -0.166
C 1.1726 -0.5286 -1.1550 0.04 -0.09 0.12 -0.087
C 5.0891 -0.3311 -1.9202 -0.04 -0.32 -0.12 -0.035
C 5.7256 0.8918 -1.7919 0.08 0.12 -0.08 -0.040
H 7.7606 3.0118 -3.5240 0.03 0.00 0.02 0.084
H 7.6451 2.8556 -1.7650 0.04 -0.02 -0.04 0.086
H 6.3498 3.6238 -2.6665 0.02 -0.01 -0.04 0.085
H 6.9701 1.2130 -4.9014 -0.01 -0.03 -0.03 0.123
H 5.8270 -0.9426 -5.1618 0.02 0.02 -0.01 0.123
H 4.9284 -2.8228 -4.0786 0.11 -0.14 0.08 0.165
H 2.2615 -2.8645 -1.1334 -0.02 -0.02 0.02 0.153
H 2.7439 -0.8138 -4.1330 0.00 0.03 0.06 0.130
H 1.5815 1.3484 -4.4348 0.00 -0.02 -0.01 0.132
H 0.1320 2.2200 -2.6231 0.02 0.00 0.02 0.097
H 1.0258 -1.0207 -0.1996 0.05 0.01 -0.01 0.117
H 4.6488 -0.7932 -1.0488 -0.07 -0.03 0.04 0.109
H 5.7341 1.3805 -0.8239 0.00 -0.02 0.00 0.114
```
Forces are in eV/Å.

2S+1: 1
E_LUMO: -9.930 eV
HOMO: -0.5127 Ha
HOMO-LUMO gap: 0.1478 Ha
Charge: +3



3.
Molecular formula: C34H34As2Br2N5OSeTeTi
Method: DFT, wB97M-V/def2-TZVPD

```
81
Properties=species:S:1:pos:R:3:forces:R:3:lowdin_charge:R:1
Ti 0.2165 0.0700 -0.2879 -0.10 0.10 0.19 0.653
Se 1.5950 -7.4959 -1.7814 0.07 0.39 0.09 1.217
N 1.0150 -6.6087 -0.3461 -0.06 -0.18 -0.19 -0.204
C 0.9557 -5.3471 -0.6767 0.05 0.00 0.06 -0.341
C 0.5171 -4.3012 0.2374 -0.09 0.08 0.13 -0.060
C 0.1751 -4.5615 1.5642 -0.02 0.06 0.04 0.056
C -0.2078 -3.5134 2.3770 0.01 0.05 -0.05 0.003
C -0.2518 -2.2339 1.8417 -0.03 -0.06 -0.06 -0.135
N 0.0589 -1.9664 0.5708 0.02 0.11 0.07 0.029
C 0.4512 -2.9843 -0.2201 0.15 -0.11 -0.19 -0.124
C 0.8810 -2.6453 -1.5818 -0.07 -0.06 -0.09 -0.143
N 0.8262 -1.3465 -1.9326 0.00 -0.02 0.01 -0.004
C 1.3167 -0.9825 -3.1115 0.01 -0.03 -0.02 -0.123
C 1.8478 -1.8924 -4.0218 -0.03 0.01 0.05 0.005
C 1.8500 -3.2320 -3.6979 -0.02 0.07 0.01 0.051
C 1.3584 -3.6265 -2.4516 0.11 0.07 0.02 -0.062
C 1.3715 -5.0150 -2.0061 0.04 0.04 -0.04 -0.339
N 1.7649 -6.0090 -2.7554 -0.11 -0.25 0.04 -0.201
H 0.2258 -5.5771 1.9336 0.00 -0.02 0.00 0.135
H -0.4694 -3.6652 3.4141 0.00 -0.03 0.01 0.128
H -0.5551 -1.3935 2.4558 0.01 -0.01 0.00 0.080
H 1.2805 0.0764 -3.3423 0.00 -0.01 0.00 0.127
H 2.2405 -1.5374 -4.9635 0.01 -0.01 -0.02 0.128
H 2.2367 -3.9820 -4.3748 0.01 0.00 -0.01 0.134
C -1.4178 3.3505 -0.7316 -0.03 -0.02 0.08 -0.044
C -0.0132 3.2747 -1.2421 -0.04 0.02 -0.10 -0.306
C 0.5518 4.3919 -1.8920 0.01 -0.08 0.02 0.017
C 1.8523 4.3650 -2.3082 0.00 -0.06 0.00 0.018
C 2.6484 3.2344 -2.0264 0.07 0.08 -0.03 -0.174
C 4.0334 3.1162 -2.3279 -0.06 -0.12 0.06 -0.617
Br 4.9217 4.4908 -3.2548 0.01 0.01 -0.01 0.854
C 4.7320 2.0074 -1.9390 -0.07 0.01 0.01 -0.140
C 4.0964 0.9714 -1.2220 0.00 0.16 -0.11 -0.600
Br 5.0985 -0.5164 -0.6759 -0.04 -0.04 0.03 0.846
C 2.7588 1.0442 -0.9153 0.18 -0.21 0.01 -0.404
O 2.1188 0.1205 -0.1975 -0.39 0.20 0.15 -0.289
C 2.0204 2.1722 -1.3520 0.17 0.00 -0.13 -0.171
N 0.6867 2.1683 -1.0329 -0.01 -0.08 0.05 0.053
H -1.8235 4.3513 -0.8597 0.00 0.00 0.00 0.099
H -1.4328 3.1101 0.3354 0.01 0.00 -0.03 0.059
H -2.0865 2.6513 -1.2348 0.02 0.05 0.00 0.001
H -0.0661 5.2630 -2.0557 0.02 0.02 0.00 0.126
H 2.2907 5.2086 -2.8237 -0.02 0.02 0.00 0.096
H 5.7856 1.9173 -2.1621 0.01 0.02 -0.01 0.108
C 2.0365 0.3245 3.1478 -0.01 0.04 0.02 -0.240
As 0.6441 1.2292 2.1408 0.08 -0.04 0.01 1.138
C 1.3415 3.0413 2.0883 0.00 0.00 0.05 -0.236
C -0.7987 1.3362 3.4310 0.02 0.04 0.02 -0.417
C -0.5442 1.7690 4.7330 0.03 -0.01 -0.01 -0.091
C -1.5663 1.8416 5.6628 -0.04 0.00 0.00 -0.047
C -2.8593 1.4827 5.3009 0.04 0.01 0.02 -0.047
C -3.1214 1.0532 4.0119 0.01 -0.01 -0.04 -0.099
C -2.0958 0.9735 3.0678 -0.11 -0.02 0.03 -0.425
As -2.5088 0.4141 1.2478 0.25 -0.07 -0.14 1.065
C -3.5439 -1.2189 1.5293 -0.08 0.03 0.00 -0.267
C -3.9764 1.6306 0.8291 -0.01 0.00 0.08 -0.283
H 2.3830 0.9608 3.9608 0.01 -0.02 -0.01 0.040
H 2.8635 0.1033 2.4746 -0.01 0.01 0.00 0.032
H 1.6471 -0.6032 3.5645 0.02 0.00 -0.02 0.033
H 1.5324 3.3913 3.1021 0.00 -0.01 -0.02 0.042
H 0.6290 3.7083 1.6073 -0.01 0.00 0.00 0.028
H 2.2754 3.0433 1.5259 -0.01 -0.02 -0.01 0.042
H 0.4578 2.0537 5.0322 0.01 -0.01 -0.03 0.105
H -1.3588 2.1794 6.6690 0.00 0.00 0.01 0.120
H -3.6605 1.5405 6.0252 -0.01 0.00 0.00 0.120
H -4.1382 0.7861 3.7483 0.01 -0.01 -0.02 0.102
H -4.0715 -1.1640 2.4803 -0.01 -0.01 -0.01 0.036
H -2.9093 -2.1026 1.5225 0.01 0.01 0.02 0.009
H -4.2792 -1.3026 0.7285 0.02 0.00 -0.01 0.039
H -4.8368 1.3864 1.4511 0.02 0.00 0.00 0.041
H -4.2544 1.5321 -0.2188 0.00 -0.01 0.01 0.007
H -3.6739 2.6554 1.0336 0.00 0.00 -0.02 0.034
C -1.6283 0.0215 -4.2782 -0.04 -0.01 -0.06 -0.382
Te -2.1701 0.0582 -2.2252 -0.02 -0.04 0.01 1.282
C -2.5994 -2.0223 -2.1264 0.05 -0.02 0.01 -0.374
H -2.5148 -0.2623 -4.8397 0.00 0.01 0.00 0.020
H -0.8291 -0.6923 -4.4542 0.00 -0.01 0.02 -0.007
H -1.3210 1.0219 -4.5738 0.02 0.00 0.02 0.017
H -1.7825 -2.5659 -2.5959 0.00 -0.02 0.00 0.009
H -3.5333 -2.2120 -2.6469 0.00 -0.01 -0.01 0.021
H -2.6905 -2.3144 -1.0826 0.00 0.01 0.01 -0.010
```
Forces are in eV/Å.

⟨S²⟩: 0.75
2S+1: 2
E_LUMO (spin up / spin down): -6.129 / -6.022 eV
HOMO (spin up / spin down): -0.4678 / -0.4693 Ha
HOMO-LUMO gap (spin up / spin down): 0.2425 / 0.2480 Ha
Charge: +2



Calculated largest force on an atom, 1.26; 1.64; 0.46 eV Å⁻¹ (same order as the records).